This record from OMol25 describes C40H43CsN8O3S2Si as an isolated structure at a distorted geometry. The level of theory is ωB97M-V with the def2-TZVPD basis set.

Each line ends with the Löwdin charge.
Cartesian coordinates (Å):
Cs  1.475746  -0.267632  0.262727  0.870
N  -2.458279  2.430410  1.388707  0.122
C  -1.195570  1.866268  1.227870  -0.165
N  -0.115254  2.316504  1.705094  0.115
C  -0.168009  3.456481  2.423972  -0.274
N  0.788928  3.906864  3.242406  0.045
N  1.894022  3.148890  3.227785  -0.006
C  2.556954  2.907811  4.278353  -0.099
C  3.690721  1.877731  4.180489  -0.266
C  4.715538  1.876828  5.131065  -0.060
C  5.760231  0.937141  5.127751  -0.089
C  5.672785  0.010024  4.124920  -0.081
C  4.697385  0.157907  3.146297  -0.130
N  3.658531  0.961838  3.233026  0.127
C  -1.419488  4.190052  2.477094  -0.099
C  -1.444486  5.478611  3.109438  -0.007
C  -2.616649  6.227820  3.064676  -0.110
C  -3.749330  5.756004  2.423063  -0.114
C  -3.780191  4.539222  1.778256  0.025
C  -2.560807  3.734352  1.877956  -0.162
H  -3.066404  2.033982  0.687074  0.110
H  -1.320097  0.893035  0.789928  0.082
H  2.333158  3.276085  5.244138  0.085
H  4.784600  2.708166  5.893114  0.113
H  6.537527  0.930814  5.895866  0.101
H  6.443270  -0.713321  3.927596  0.097
H  4.765372  -0.442659  2.274231  0.069
H  -0.565233  5.915393  3.493720  0.082
H  -2.545524  7.246494  3.468066  0.096
H  -4.589483  6.412709  2.350457  0.088
H  -4.608664  4.054363  1.351229  0.095
O  -1.201811  -0.974328  -0.629552  -0.322
C  -2.312504  -1.623838  -0.485298  -0.400
C  -2.377722  -2.936684  0.091560  -0.055
C  -3.501073  -3.652633  0.494937  -0.172
C  -4.728404  -3.171857  0.134469  -0.172
C  -4.748143  -1.896507  -0.513025  -0.091
C  -3.641353  -1.176878  -0.884550  -0.177
C  -3.731920  0.031885  -1.711023  -0.136
N  -3.130957  1.117169  -1.383349  0.013
N  -3.404955  2.224454  -2.206235  0.016
C  -2.702516  3.326889  -1.885772  -0.550
O  -1.856063  3.558891  -1.029901  -0.016
C  -3.193482  4.509646  -2.767454  -0.118
C  -4.075599  4.296135  -3.855193  -0.067
C  -4.496049  5.296200  -4.682075  -0.132
C  -4.133182  6.612641  -4.475129  -0.106
C  -3.257053  6.836834  -3.378624  -0.102
C  -2.734154  5.817812  -2.570300  -0.038
H  -1.361082  -3.367960  0.295519  0.106
H  -3.551066  -4.729157  0.879501  0.109
H  -5.580165  -3.817579  0.414329  0.078
H  -5.769753  -1.511159  -0.822440  0.110
H  -4.352053  0.069052  -2.580440  0.096
H  -4.550104  3.344278  -3.938762  0.083
H  -5.196745  4.927708  -5.426690  0.092
H  -4.451767  7.434620  -5.032149  0.062
H  -3.013752  7.874116  -3.128269  0.085
H  -2.013539  5.994057  -1.783684  0.103
C  3.807058  -7.779056  0.796559  -0.201
Si  3.866574  -5.936737  0.289516  0.478
C  5.671084  -5.632944  -0.086642  -0.233
C  3.026375  -5.939625  -1.405754  -0.196
C  2.951682  -4.860202  1.542612  -0.244
C  2.128756  -5.369970  2.521138  -0.122
C  1.281839  -4.509495  3.199476  -0.109
C  1.413854  -3.160336  2.960905  -0.211
N  2.231335  -2.604770  2.102682  -0.087
C  2.999548  -3.392335  1.342508  -0.848
S  4.005215  -2.678922  0.171618  0.450
H  4.057272  -8.354120  -0.062488  -0.004
H  2.829475  -8.147171  1.135160  0.018
H  4.511543  -7.994090  1.623607  0.029
H  6.482971  -5.621653  0.717542  0.049
H  5.665034  -4.713112  -0.657336  -0.038
H  5.892041  -6.473526  -0.811641  0.033
H  3.344203  -6.789916  -2.027505  0.019
H  3.157926  -4.963588  -1.970661  0.033
H  1.920422  -5.988437  -1.253875  0.037
H  2.116676  -6.339248  2.779237  0.050
H  0.620253  -4.770237  4.079299  0.107
H  0.752897  -2.461062  3.562231  0.120
C  -0.033491  -2.600607  -4.321749  -0.148
C  0.561921  -1.950832  -3.095477  -0.400
S  1.173589  -0.273764  -3.420725  0.845
O  1.767595  -0.346169  -4.806071  -0.564
C  -0.456592  0.529254  -3.564204  -0.398
C  -0.223301  1.992885  -3.826220  -0.151
H  -0.788512  -1.981505  -4.851463  0.073
H  -0.622664  -3.457925  -4.022872  0.070
H  0.616472  -2.853831  -5.113190  0.049
H  1.309501  -2.675615  -2.646607  0.103
H  -0.162715  -1.682091  -2.269701  0.051
H  -0.890593  0.352426  -2.579292  0.055
H  -1.071781  0.096050  -4.334924  0.087
H  0.447879  2.474560  -2.993075  0.113
H  -1.202689  2.517643  -3.888520  0.067
H  0.337023  2.098097  -4.760901  0.059

Atomic forces in eV per Å
-0.001 0.227 0.147
1.286 0.031 -0.073
-3.343 0.248 0.487
1.801 -0.600 0.043
0.939 1.091 1.972
-1.327 -0.292 -0.604
0.681 -0.982 -0.766
0.978 -1.482 -1.273
-0.504 1.072 1.281
0.909 1.467 1.514
-1.379 0.518 0.327
0.850 0.067 -0.993
-0.053 -0.561 0.644
-0.058 0.490 -1.061
0.528 2.701 1.088
-1.964 -0.677 -1.418
1.892 0.236 0.488
-0.583 -0.386 -0.848
3.202 -1.072 1.575
-1.666 -0.500 -0.923
-0.556 0.190 -0.280
0.550 -0.371 -0.791
-0.401 0.607 1.129
-0.384 -0.957 -0.890
-0.254 0.056 -0.314
0.182 -0.304 0.182
-0.229 -0.790 -0.671
0.857 0.083 0.500
-0.435 -0.442 -0.117
-0.595 0.206 0.043
-1.088 -0.055 -0.684
-0.845 -0.540 0.026
-0.819 -0.814 0.501
2.578 -0.613 0.952
0.230 -1.419 -0.787
-0.747 1.231 0.099
-2.619 -1.200 -0.301
1.580 0.331 0.044
0.278 1.218 0.899
-0.183 0.567 0.098
0.543 -0.477 0.409
-1.885 -0.001 -1.102
0.944 0.092 0.572
0.153 -0.223 -0.828
0.588 -0.099 1.762
-0.803 -0.139 -0.675
1.756 -1.044 2.358
-0.246 0.513 -0.368
-0.763 -0.518 -0.577
-0.935 0.332 -0.055
0.944 1.664 -0.267
0.024 1.003 -0.462
1.292 -0.313 0.286
-0.641 -0.207 -0.747
0.223 -0.661 -0.163
-0.013 0.693 -0.325
-0.624 1.039 -0.953
0.137 -0.264 -0.192
-0.064 0.143 0.094
-0.426 0.609 1.457
-0.069 -0.330 0.134
1.068 -0.965 0.042
-0.886 1.326 -0.343
0.679 1.131 -0.977
-0.127 3.196 -0.797
-0.749 0.383 2.004
-1.667 0.646 1.392
0.221 0.636 -0.308
-0.261 -1.972 0.396
0.374 0.212 -0.481
0.460 -0.590 -0.745
0.026 0.216 -0.082
-0.152 0.046 -0.445
-1.295 0.040 -0.983
0.383 0.241 0.024
0.074 0.696 0.680
-0.063 0.265 0.149
0.154 -1.156 0.640
0.667 -0.242 -0.104
0.045 -3.604 0.532
0.790 -0.152 -1.344
0.846 -0.688 -0.773
-2.223 0.825 -0.009
-0.083 -0.177 1.363
-0.001 -0.903 -1.273
0.178 0.458 0.325
0.721 0.051 0.968
0.897 1.293 1.006
0.362 0.084 0.559
0.130 -0.504 0.153
1.307 -0.409 -0.451
-0.323 1.321 -0.424
0.244 -0.880 -0.763
-0.332 0.053 0.039
-0.045 -0.433 -0.276
-1.460 -0.787 -1.391
0.803 -0.210 0.103
-0.183 0.165 -0.013

Properties
spin multiplicity: 1
charge: -2
energy relative to the best compared isomer or geometry (same formula, charge and spin): 150.16 kJ/mol
energy: -90337.2232 eV
LUMO level: 3.7 eV